No. 1
A structure of composition C4H6O2. Source: the OMol25 dataset; level of theory: ωB97M-V/def2-TZVPD.

The calculation puts the orbital gap at 10.83 eV. The energy relative to the best compared isomer or geometry (same formula, charge and spin) is 142.06 kJ/mol. Its LUMO energy is 0.864 eV.

Cartesian coordinates (Å):
O -0.2016 2.1367 0.0699
C -0.3361 0.8186 -0.3217
C 0.8327 -0.2218 -0.6157
C -0.0660 -1.3288 0.0174
C -0.5925 -0.1504 0.7970
O -0.6175 0.1235 1.9741
H -0.4007 2.1391 1.0230
H -1.0361 0.7319 -1.1615
H 1.1169 -0.3425 -1.6621
H 1.7198 -0.0627 0.0048
H 0.3785 -2.1455 0.5828
H -0.7975 -1.6983 -0.7080

No. 2
A structure of composition C4H6O2. Source: the OMol25 dataset; level of theory: ωB97M-V/def2-TZVPD.

The calculation puts the orbital gap (spin up / spin down) at 9.28 / 9.28 eV. The energy relative to the best compared isomer or geometry (same formula, charge and spin) is 383.75 kJ/mol. Its LUMO energy (spin up / spin down) is -0.753 / -0.754 eV.

Cartesian coordinates (Å):
C 0.7992 0.8946 -1.2311
C -0.1820 -0.1104 -0.7292
O 0.0330 -1.4164 -0.4132
C -0.7171 -0.1735 0.6264
C -0.1484 -0.7724 1.8375
O -0.7432 -0.7461 2.8912
H 0.2619 1.8515 -1.2213
H 1.6806 0.9763 -0.5948
H 1.0901 0.6639 -2.2574
H -1.1334 -0.1025 -1.2785
H -1.7278 0.2542 0.7482
H 0.7689 -1.3418 1.6530

No. 3
A cluster of 2 separate species, C4H6O2 in total. Source: the OMol25 dataset; level of theory: ωB97M-V/def2-TZVPD.

The calculation puts the orbital gap at 10.41 eV. The energy relative to the best compared isomer or geometry (same formula, charge and spin) is 370.09 kJ/mol. Its LUMO energy is 0.885 eV.

Cartesian coordinates (Å):
O 1.1212 0.9712 -0.8495
C 1.9655 0.0543 -0.0915
C 0.6279 -0.2655 -0.5048
C -0.4646 -0.9449 -0.6111
C -1.5756 -1.6291 -0.6948
O -0.9718 2.1518 0.7977
H -0.1825 2.1153 0.2386
H 2.1509 0.3541 0.9383
H 2.8171 -0.3308 -0.6494
H -1.7786 -2.2944 -1.5321
H -2.3408 -1.5529 0.0759
H -1.6031 1.5980 0.3232

Which formula does entry 1 have?
C4H6O2

Look up the energy relative to the best compared isomer or geometry (same formula, charge and spin) of the first one.
142.06 kJ/mol

Among the records above, which one has the highest energy relative to the best compared isomer or geometry (same formula, charge and spin)?
number 2

Among the records above, which one has the lowest energy relative to the best compared isomer or geometry (same formula, charge and spin)?
number 1